1.
87
Properties=species:S:1:pos:R:3 method="wB97M-V/def2-TZVPD" charge=+1 mol_weight_g_mol=746.62 orbital_gap_ev=3.62 e_tot_ha=-2563.78917
N -4.200 1.375 1.063
C -3.907 1.688 -0.323
C -3.674 0.395 -1.128
N -2.217 0.056 -1.488
I -2.245 -2.018 -2.094
C -1.670 0.887 -2.589
C -2.349 2.051 -2.967
C -1.726 2.852 -3.931
N -0.557 2.572 -4.503
C 0.043 1.435 -4.159
C -0.471 0.552 -3.200
P -1.177 0.129 0.008
O -1.928 -0.551 1.044
O -0.928 1.670 0.167
O 0.180 -0.485 -0.459
H -4.486 2.202 1.571
H -3.399 0.977 1.544
H -3.091 2.398 -0.457
H -4.782 2.173 -0.754
H -4.022 -0.432 -0.522
H -4.199 0.386 -2.077
H -3.295 2.352 -2.553
H -2.201 3.779 -4.225
H 0.988 1.205 -4.630
H 0.081 -0.344 -2.960
H -0.930 2.235 -0.620
H 0.867 0.143 -0.724
N 0.755 5.144 -3.090
C 0.444 5.581 -1.828
C 1.554 6.189 -1.308
C 2.574 6.120 -2.296
C 2.050 5.472 -3.383
H 0.130 4.645 -3.695
H -0.541 5.437 -1.414
H 1.627 6.644 -0.335
H 3.574 6.510 -2.219
H 2.488 5.223 -4.334
N 5.401 1.220 -5.255
C 5.606 1.725 -4.001
C 4.521 2.491 -3.670
C 3.618 2.429 -4.763
C 4.191 1.643 -5.729
H 6.038 0.621 -5.748
H 6.511 1.511 -3.456
H 4.382 3.031 -2.747
H 2.661 2.920 -4.824
H 3.839 1.345 -6.702
N 5.229 0.453 -0.791
C 5.201 -0.829 -0.316
C 5.065 -0.771 1.046
C 5.014 0.603 1.404
C 5.120 1.333 0.250
H 5.308 0.713 -1.758
H 5.282 -1.671 -0.981
H 5.017 -1.616 1.712
H 4.918 1.006 2.398
H 5.129 2.397 0.085
N -6.036 -1.817 1.630
C -5.672 -2.831 0.790
C -6.231 -3.990 1.260
C -6.963 -3.663 2.431
C -6.820 -2.316 2.630
H -5.753 -0.851 1.537
H -5.046 -2.656 -0.070
H -6.129 -4.960 0.800
H -7.531 -4.334 3.055
H -7.211 -1.675 3.401
N -5.454 -7.284 2.589
C -4.578 -7.904 1.740
C -4.134 -9.044 2.354
C -4.768 -9.113 3.625
C -5.575 -8.014 3.739
H -5.931 -6.424 2.398
H -4.349 -7.486 0.775
H -3.436 -9.751 1.941
H -4.644 -9.883 4.368
H -6.221 -7.692 4.537
N 5.464 1.168 5.438
C 4.849 -0.054 5.486
C 5.133 -0.615 6.701
C 5.950 0.305 7.414
C 6.137 1.394 6.608
H 5.432 1.803 4.664
H 4.267 -0.418 4.657
H 4.794 -1.578 7.044
H 6.355 0.178 8.404
H 6.687 2.305 6.767



2.
86
Properties=species:S:1:pos:R:3 method="wB97M-V/def2-TZVPD" charge=+2 mol_weight_g_mol=599.49 orbital_gap_ev="4.41 / 4.59" relative_energy_kcal_mol=0.00 e_tot_ha=-2285.11861
Sn -0.388 0.151 0.668
C -0.329 -3.067 2.726
C 1.013 -3.128 2.262
C 0.943 -1.684 4.060
C -0.371 -2.189 3.843
C 1.796 -2.270 3.084
C -1.491 -3.803 2.183
H -1.240 -4.294 1.238
H -2.345 -3.130 2.012
H -1.830 -4.582 2.885
C -1.561 -1.847 4.648
H -2.428 -2.423 4.312
H -1.814 -0.775 4.601
H -1.379 -2.095 5.707
C 1.332 -0.747 5.125
H 1.073 -1.159 6.113
H 0.823 0.224 5.034
H 2.412 -0.569 5.108
C 3.252 -2.036 2.981
H 3.792 -2.525 3.808
H 3.488 -0.963 3.031
H 3.653 -2.438 2.043
C 1.516 -3.938 1.136
H 1.926 -4.889 1.508
H 2.321 -3.427 0.591
H 0.717 -4.182 0.425
C -1.619 0.547 -4.536
C -1.623 -0.799 -4.426
C -0.884 -1.706 -5.345
C 0.579 -1.267 -5.666
C 1.265 -0.606 -4.506
C 1.400 0.732 -4.421
C 0.598 1.735 -5.219
C -0.851 1.309 -5.593
H -1.407 -1.801 -6.311
H 0.583 -0.642 -6.572
H -0.859 -2.717 -4.914
H -0.854 0.790 -6.569
H -2.375 1.131 -3.986
H -2.406 -1.292 -3.841
H -1.415 2.237 -5.775
H 0.544 2.676 -4.641
H 2.227 1.157 -3.843
H 1.113 1.987 -6.163
H 1.137 -2.172 -5.959
H 1.867 -1.263 -3.865
P -1.256 -0.140 -1.597
P 1.820 1.264 -0.146
C -0.295 1.337 -2.174
C 0.928 2.062 -1.532
H -1.033 2.090 -2.495
H 0.063 0.881 -3.111
H 1.687 2.223 -2.316
H 0.590 3.060 -1.220
C 2.850 2.516 0.659
H 3.583 1.995 1.293
H 2.244 3.173 1.297
H 3.389 3.126 -0.083
C 2.910 -0.019 -0.819
H 3.652 0.401 -1.516
H 2.346 -0.808 -1.338
H 3.438 -0.478 0.034
C -3.047 0.001 -1.640
H -3.481 -0.755 -0.958
H -3.460 -0.178 -2.642
H -3.363 1.001 -1.313
C -0.517 -1.783 -1.895
H 0.371 -1.929 -1.254
H -0.202 -1.922 -2.943
H -1.261 -2.558 -1.639
C -2.548 4.314 2.961
Si -1.441 2.790 3.002
C 0.334 3.380 3.161
C -1.855 1.832 4.566
C -1.729 1.785 1.411
H -2.350 4.961 3.827
H -3.609 4.029 2.979
H -2.377 4.897 2.046
H 0.445 3.970 4.083
H 1.055 2.554 3.212
H 0.615 4.029 2.322
H -2.720 1.176 4.421
H -1.020 1.226 4.933
H -2.111 2.538 5.368
H -2.681 1.236 1.518
H -1.867 2.467 0.561



3.
79
Properties=species:S:1:pos:R:3 method="wB97M-V/def2-TZVPD" charge=+2 mol_weight_g_mol=1177.53 orbital_gap_ev=5.70 relative_energy_kcal_mol=0.18 e_tot_ha=-6052.05218
Tl -0.210 1.165 -1.400
C -2.707 -3.164 3.007
Sb -2.195 -1.093 3.033
C -4.061 -0.407 3.794
C 1.267 -3.120 2.826
C 1.656 -3.769 1.706
C 0.868 -4.903 1.256
C 1.262 -5.651 0.206
C 2.469 -5.305 -0.466
C 3.235 -4.232 -0.106
C 2.874 -3.405 0.976
C 3.668 -2.269 1.300
Sb 3.040 -0.475 0.013
C 4.012 -1.250 -1.730
C 4.745 0.573 0.755
H -2.466 -3.639 3.954
H -2.156 -3.654 2.206
H -3.776 -3.252 2.820
H -4.508 -1.183 4.409
H -4.712 -0.202 2.947
H -3.935 0.493 4.387
H 0.376 -3.431 3.352
H 1.812 -2.294 3.249
H -0.033 -5.138 1.805
H 0.694 -6.509 -0.120
H 2.795 -5.923 -1.291
H 4.148 -4.018 -0.642
H 4.702 -2.346 0.991
H 3.564 -1.858 2.294
H 5.005 -1.610 -1.474
H 4.107 -0.441 -2.450
H 3.432 -2.048 -2.182
H 5.650 0.042 0.468
H 4.687 0.648 1.837
H 4.766 1.575 0.335
C -2.192 2.356 2.389
C -0.721 2.613 2.686
S 0.429 2.395 1.300
C 0.916 4.062 0.807
C -0.158 4.950 0.200
S -0.887 4.249 -1.312
C -2.669 4.354 -1.021
C -3.275 3.318 -0.086
S -3.136 3.728 1.681
H -2.687 2.140 3.339
H -2.321 1.479 1.752
H -0.381 1.902 3.440
H -0.569 3.614 3.090
H 1.729 3.892 0.100
H 1.351 4.555 1.679
H 0.287 5.911 -0.056
H -0.970 5.123 0.912
H -3.100 4.226 -2.018
H -2.906 5.370 -0.705
H -2.832 2.331 -0.251
H -4.341 3.233 -0.306
Br -5.040 0.511 -0.320
C -4.053 -0.557 -1.528
C -4.589 -0.700 -2.803
C -3.907 -1.417 -3.772
C -2.670 -1.978 -3.481
C -2.135 -1.817 -2.216
C -2.820 -1.118 -1.218
C -2.164 -1.053 0.122
O -2.961 -0.919 1.124
O -0.952 -1.089 0.243
H -5.542 -0.245 -3.029
H -4.345 -1.533 -4.752
H -2.137 -2.544 -4.230
H -1.180 -2.256 -1.960
N 2.430 1.730 -4.400
C 2.855 2.161 -3.205
O 2.452 1.674 -2.153
C 3.885 3.261 -3.291
I 4.303 4.223 -1.459
H 1.786 0.957 -4.452
H 2.763 2.132 -5.260
H 3.556 4.029 -3.989
H 4.823 2.844 -3.656